A cluster of 2 separate species, C3H7NO2 in total. Source: OMol25; level of theory: wB97M-V/def2-TZVPD.

Results
HOMO energy = -9.9 eV
Molar mass = 89.094 g mol⁻¹
E = -323.6893 Eh
Net charge = 0
SMILES string = C=CO.NC=O

Atoms and positions in Å:
C1 1.328 -1.172 1.587
C2 0.122 -1.583 1.231
O1 -0.161 -2.325 0.074
H1 1.354 -0.302 2.213
H2 2.263 -1.687 0.981
H3 -0.808 -1.226 1.807
H4 -0.506 -3.205 0.358
C3 -0.010 1.613 -1.084
N1 -1.207 0.988 -0.806
O2 0.163 2.819 -1.011
H5 0.703 0.894 -1.592
H6 -1.960 1.577 -0.307
H7 -1.242 -0.063 -0.728

Let us look at the Mulliken charges, expressed in e, one per atom: atom 1 (C): -0.5490, atom 2 (C): -0.0773, atom 3 (O): -0.4982, atom 4 (H): 0.2902, atom 5 (H): 0.2097, atom 6 (H): 0.3098, atom 7 (H): 0.3189, atom 8 (C): 0.1749, atom 9 (N): -0.3805, atom 10 (O): -0.5519, atom 11 (H): 0.2732, atom 12 (H): 0.2412, atom 13 (H): 0.2389